Run w
This record from the Open Molecules 2025 dataset describes a gas-phase ion, C5H11NO (charge +1). The level of theory is ωB97M-V/def2-TZVPD.

Each line ends with the Mulliken spin population.
Geometry (Å):
O (-1.7275, -2.2361, 0.6669)  0.2306
C (-0.6617, -1.9036, 1.1115)  -0.0780
N (-0.3244, -0.6178, 1.4925)  0.4716
C (-0.8279, 0.4837, 0.7383)  0.0598
C (0.1861, 0.9980, -0.4606)  0.1459
C (1.6364, 0.7864, -0.0348)  0.0157
C (-0.3548, 0.1441, -1.6664)  0.0431
H (0.1706, -2.6028, 1.3467)  0.0107
H (0.6635, -0.4537, 1.6780)  -0.0240
H (-0.9359, 1.3332, 1.4235)  0.0817
H (-1.8060, 0.1741, 0.3689)  -0.0008
H (-0.1009, 2.0072, -0.7915)  -0.0067
H (1.7435, -0.2819, 0.1471)  -0.0006
H (1.7769, 1.4846, 0.8040)  0.0025
H (2.2727, 1.0369, -0.8793)  0.0055
H (-0.5166, 0.6632, -2.6035)  0.0176
H (0.2393, -0.7708, -1.7142)  0.0048
H (-1.4333, -0.2446, -1.6272)  0.0205

For the highest occupied orbital energy (spin up / spin down), the calculation gives -15.752 / -15.802 eV. The LUMO energy (spin up / spin down) is -3.675 / -9.147 eV. As for the gap between HOMO and LUMO (spin up / spin down): 12.1 / 6.7 eV. Its net charge is +1. The spin multiplicity is 2.


Run x
This record from the Open Molecules 2025 dataset describes a gas-phase ion, C5H11NO (charge +1). The level of theory is ωB97M-V/def2-TZVPD.

Each line ends with the Mulliken spin population.
Geometry (Å):
C (-0.5637, 2.3046, -0.3169)  0.0008
C (-1.4634, 1.1334, 0.1330)  0.0090
C (-0.7573, -0.1768, -0.2633)  0.0071
C (0.4466, -0.4787, 0.6878)  0.0546
C (0.8579, -1.8950, 0.4507)  -0.0048
N (1.7553, -2.1839, -0.5109)  0.0462
O (0.4025, -2.8661, 1.0640)  0.8687
H (-0.8181, 3.3260, -0.0821)  0.0001
H (-0.3661, 2.2911, -1.3964)  0.0000
H (0.4215, 2.1195, 0.1214)  -0.0007
H (-1.5222, 1.1973, 1.2219)  0.0006
H (-2.4652, 1.1276, -0.2877)  0.0002
H (-1.4014, -1.0457, -0.2205)  0.0013
H (-0.4060, -0.0900, -1.2954)  -0.0001
H (1.3164, 0.1392, 0.4861)  0.0084
H (0.1321, -0.2718, 1.6999)  0.0030
H (2.1185, -3.1116, -0.4600)  0.0032
H (2.3128, -1.5191, -1.0314)  0.0024

For the highest occupied orbital energy (spin up / spin down), the calculation gives -15.594 / -15.584 eV. The LUMO energy (spin up / spin down) is -4.263 / -9.201 eV. As for the gap between HOMO and LUMO (spin up / spin down): 11.3 / 6.4 eV. Its net charge is +1. The spin multiplicity is 2.


Run y
This record from the Open Molecules 2025 dataset describes a gas-phase ion, C5H11NO (charge +1). The level of theory is ωB97M-V/def2-TZVPD.

Each line ends with the Mulliken spin population.
Geometry (Å):
C (-1.7215, -1.4205, -0.1476)  -0.0013
C (-0.9711, -0.9305, 1.1179)  0.0181
C (-0.2326, 0.4071, 0.8068)  0.0267
C (1.2031, 0.1217, 0.2810)  0.0757
C (1.7650, 1.1450, -0.7336)  0.0027
N (0.8758, 1.7707, -1.5058)  0.0686
O (2.9829, 1.2459, -0.8514)  0.7993
H (-2.1736, -0.4903, -0.4926)  0.0005
H (-1.0842, -2.0252, -0.7931)  0.0010
H (-2.5412, -2.1122, 0.0315)  0.0014
H (-0.1523, -1.6019, 1.3769)  -0.0011
H (-1.7128, -0.7445, 1.8662)  0.0091
H (0.0761, 0.7097, 1.8079)  0.0031
H (-0.8901, 1.0005, 0.1859)  0.0037
H (1.2645, -0.8689, -0.1612)  -0.0069
H (1.9606, 0.1764, 1.0629)  -0.0015
H (1.3863, 2.2654, -2.2300)  0.0036
H (-0.0348, 1.3515, -1.6216)  -0.0026

For the highest occupied orbital energy (spin up / spin down), the calculation gives -15.445 / -15.441 eV. The LUMO energy (spin up / spin down) is -4.156 / -9.254 eV. As for the gap between HOMO and LUMO (spin up / spin down): 11.3 / 6.2 eV. Its net charge is +1. The spin multiplicity is 2.


Run z
This record from the Open Molecules 2025 dataset describes a gas-phase ion, C5H11NO (charge +1). The level of theory is ωB97M-V/def2-TZVPD.

Each line ends with the Mulliken spin population.
Geometry (Å):
C (0.2633, -0.0198, 0.5980)  0.0165
C (-0.1924, -1.5474, 0.3296)  -0.0061
C (-1.3231, -1.7808, -0.7269)  0.1749
C (-1.4925, -3.0182, -1.2706)  0.2884
N (0.5539, 0.9392, -0.3918)  0.3324
C (0.3981, 2.3663, 0.1776)  -0.0085
O (1.5130, 2.5926, 1.0938)  0.0139
H (-0.6465, 0.4393, 1.2055)  0.0404
H (1.0645, 0.0507, 1.2759)  0.0442
H (-0.5610, -2.1034, 1.1690)  0.0125
H (0.7529, -1.8263, -0.0223)  0.0318
H (-1.8231, -0.8099, -1.1206)  0.0251
H (-2.4894, -3.4453, -1.2047)  0.0098
H (-0.5692, -3.7123, -1.3524)  0.0288
H (0.4074, 0.8980, -1.4573)  -0.0101
H (-0.6116, 2.3082, 0.6477)  0.0025
H (0.4764, 3.0519, -0.6491)  0.0031
H (2.0979, 1.8338, 0.8544)  0.0005

For the highest occupied orbital energy (spin up / spin down), the calculation gives -14.615 / -12.622 eV. The LUMO energy (spin up / spin down) is -4.752 / -8.664 eV. As for the gap between HOMO and LUMO (spin up / spin down): 9.9 / 4.0 eV. Its net charge is +1. The spin multiplicity is 2.


run x wins, 0.0253 hartree ahead of the next structure.


Run w
This record from the Open Molecules 2025 dataset describes 2 unconnected molecules or ions with the total composition C5H11NO. The level of theory is ωB97M-V/def2-TZVPD.

Each line ends with the Mulliken spin population.
Geometry (Å):
C (1.0730, -0.3993, -2.2997)  0.0067
N (1.5403, -0.3421, -0.9079)  0.2139
C (0.8348, -0.7745, 0.1228)  0.0914
C (-0.5530, -0.5991, 0.3050)  0.3343
C (-1.0517, -0.1844, 1.5499)  -0.0434
C (-2.3950, -0.3158, 1.7482)  0.3453
H (0.9748, -1.4206, -2.6513)  0.0081
H (1.7527, 0.1591, -2.9329)  0.0008
H (0.1102, 0.0967, -2.4445)  -0.0011
H (2.5408, -0.5124, -0.8906)  -0.0045
H (1.4545, -0.8099, 1.0210)  0.0025
H (-1.1300, -0.6540, -0.6109)  0.0079
H (-0.3790, -0.0857, 2.3934)  0.0030
H (-2.8365, -0.3619, 2.7335)  0.0160
H (-3.0627, -0.3228, 0.8957)  0.0175
H (0.9751, 1.9734, 0.1659)  -0.0012
H (-0.2217, 2.0033, 1.1592)  0.0061
O (0.3733, 2.5500, 0.6431)  -0.0034

For the highest occupied orbital energy (spin up / spin down), the calculation gives -13.476 / -14.930 eV. The LUMO energy (spin up / spin down) is -4.849 / -6.728 eV. As for the gap between HOMO and LUMO (spin up / spin down): 8.6 / 8.2 eV. Its net charge is +1. The spin multiplicity is 2.


Run x
This record from the Open Molecules 2025 dataset describes a gas-phase ion, C5H11NO (charge +1). The level of theory is ωB97M-V/def2-TZVPD.

Each line ends with the Mulliken spin population.
Geometry (Å):
C (1.6555, 0.1762, 0.4800)  0.0092
N (0.2473, 0.5703, 0.6667)  0.7913
C (-0.4370, 1.8756, 0.4809)  0.0042
C (-0.8536, -0.4603, -1.4776)  0.0792
C (-0.7863, -0.4999, 0.1053)  -0.0291
C (-0.2278, -1.8476, 0.4862)  0.0169
O (0.5089, -2.5222, -0.1920)  -0.0048
H (2.1160, 0.1097, 1.4512)  0.0459
H (1.7956, -0.7566, -0.0677)  0.0061
H (2.3038, 0.9419, 0.0268)  0.0262
H (-1.3313, 1.8565, 1.2977)  0.0166
H (-0.7169, 2.0210, -0.5560)  0.0375
H (0.4857, 2.5262, 0.7508)  0.0038
H (0.0034, -1.1081, -1.8739)  -0.0012
H (-0.7593, 0.5589, -1.8689)  -0.0064
H (-1.6551, -1.2531, -1.5842)  0.0036
H (-1.9114, -0.0296, 0.3907)  0.0030
H (-0.4376, -2.1589, 1.4840)  -0.0018

For the highest occupied orbital energy (spin up / spin down), the calculation gives -14.779 / -14.780 eV. The LUMO energy (spin up / spin down) is -3.976 / -7.508 eV. As for the gap between HOMO and LUMO (spin up / spin down): 10.8 / 7.3 eV. Its net charge is +1. The spin multiplicity is 2.


run w wins, 0.0789 hartree ahead of the next structure.


Run w
This record from the Open Molecules 2025 dataset describes a molecular structure, C2H3N3OS. The level of theory is ωB97M-V/def2-TZVPD.

Each line ends with the natural charge from an NBO analysis.
Geometry (Å):
C (-0.2222, -0.0957, -1.0894)  0.2491
C (1.4981, -0.7521, -0.2578)  0.2850
H (-1.6733, 1.6543, 0.9960)  0.3998
H (-2.0837, -0.0341, 1.3199)  0.3927
H (-0.8474, 0.3806, -1.8018)  0.2222
N (-1.2649, 0.6358, 1.0432)  -0.7072
N (-0.2003, 0.1386, 0.2566)  0.0592
N (0.8207, -0.7288, -1.3874)  -0.4812
O (0.9346, -0.0688, 0.7277)  -0.2356
S (3.0385, -1.1299, 0.1930)  -0.1841

For the highest occupied orbital energy, the calculation gives -8.062 eV. The LUMO energy is -0.006 eV. As for the gap between HOMO and LUMO: 8.1 eV. The spin multiplicity is 1.


Run x
This record from the Open Molecules 2025 dataset describes a single C2H3N3OS molecule. The level of theory is ωB97M-V/def2-TZVPD.

Each line ends with the natural charge from an NBO analysis.
Geometry (Å):
S (-1.2163, -0.0272, -1.7018)  0.0092
C (-0.6255, 0.9942, -0.3219)  -0.5786
C (0.2312, 0.0353, 0.3803)  0.4926
N (1.5211, -0.2719, 0.3210)  -0.3701
N (1.7226, -1.4066, 1.1773)  0.0117
N (0.7271, -1.4762, 1.9059)  0.1096
O (-0.4034, -0.7045, 1.2470)  -0.3432
H (-0.2380, -0.2105, -2.5253)  0.1290
H (-1.5929, 1.0901, 0.1762)  0.2686
H (-0.1261, 1.9773, -0.6587)  0.2713

As for the SMILES: SCc1nnno1. For the highest occupied orbital energy, the calculation gives -9.899 eV. The LUMO energy is 0.221 eV. As for the gap between HOMO and LUMO: 10.1 eV. The spin multiplicity is 1.


run x wins, 0.0578 hartree ahead of the next structure.


Run w
This record from the Open Molecules 2025 dataset describes a single C2H5OP molecule. The level of theory is ωB97M-V/def2-TZVPD.

Each line ends with the natural charge from an NBO analysis.
Geometry (Å):
P (-0.3777, 0.3548, 1.7196)  0.3396
C (-0.5085, -0.2985, 0.0119)  -0.2303
C (0.2510, 0.1942, -1.1523)  -0.0926
O (-1.1449, 0.4325, -1.1663)  -0.4917
H (0.7309, 1.1096, 1.3658)  -0.0269
H (0.1282, -0.7891, 2.0856)  -0.0361
H (-0.6974, -1.3423, -0.0886)  0.1987
H (0.8804, 0.9911, -0.9681)  0.1708
H (0.7380, -0.6523, -1.8076)  0.1685

As for the SMILES: P[C@@H]1CO1. For the highest occupied orbital energy, the calculation gives -9.568 eV. The LUMO energy is 1.041 eV. As for the gap between HOMO and LUMO: 10.6 eV. The spin multiplicity is 1.


Run x
This record from the Open Molecules 2025 dataset describes a molecular structure, C2H5OP. The level of theory is ωB97M-V/def2-TZVPD.

Each line ends with the natural charge from an NBO analysis.
Geometry (Å):
C (1.8048, -0.0645, 0.3985)  0.3166
C (-1.4829, 0.2402, -0.0692)  -0.9364
O (2.2955, 0.8543, -0.1436)  -0.5027
P (-0.2544, -1.1569, -0.1844)  0.3354
H (2.1265, -0.4196, 1.4797)  0.1171
H (-2.5681, -0.1338, -0.0211)  0.2493
H (-1.2996, 0.8990, -0.9095)  0.2359
H (-1.0385, 0.7308, 0.7628)  0.2379
H (0.4166, -0.9495, -1.3132)  -0.0530

For the highest occupied orbital energy, the calculation gives -8.405 eV. The LUMO energy is 0.245 eV. As for the gap between HOMO and LUMO: 8.7 eV. The spin multiplicity is 1.


run w wins, 0.0031 hartree ahead of the next structure.


Run w
This record from the Open Molecules 2025 dataset describes 2 unconnected molecules or ions with the total composition CH3NO2P. The level of theory is ωB97M-V/def2-TZVPD.

Each line ends with the natural charge from an NBO analysis.
Geometry (Å):
C (-1.3548, -0.3498, 0.0874)  0.8203
N (-0.0783, 0.2505, 0.1543)  -0.8087
O (-2.2396, -0.1518, 0.8461)  -0.7095
O (-1.3431, -0.8954, -1.0518)  -0.7232
P (1.1170, -0.2876, -0.7951)  0.6021
H (0.4855, 0.5545, 2.0027)  0.0308
H (2.0265, -0.0197, 0.1556)  -0.0984
H (1.3867, 0.8993, -1.3992)  -0.1134

For the highest occupied orbital energy (spin up / spin down), the calculation gives -4.246 / -4.257 eV. The LUMO energy (spin up / spin down) is 2.957 / 2.959 eV. As for the gap between HOMO and LUMO (spin up / spin down): 7.2 / 7.2 eV. Its net charge is -1. The spin multiplicity is 1.


Run x
This record from the Open Molecules 2025 dataset describes a gas-phase ion, CH3NO2P (charge -1). The level of theory is ωB97M-V/def2-TZVPD.

Each line ends with the natural charge from an NBO analysis.
Geometry (Å):
N (0.7953, 0.2146, 0.9450)  -1.2145
P (-0.4320, 1.0505, 0.2443)  0.4373
C (-0.7628, -0.6014, -0.8487)  0.6411
O (-0.6263, -1.5948, -0.1494)  -0.7580
O (-1.1181, -0.3912, -2.0554)  -0.7734
H (1.1764, 0.3773, 1.8915)  0.3546
H (0.7759, -0.7986, 0.8854)  0.4119
H (0.1917, 1.7435, -0.9127)  -0.0991

As for the SMILES: NPC(=O)[O-]. For the highest occupied orbital energy, the calculation gives -3.370 eV. The LUMO energy is 4.586 eV. As for the gap between HOMO and LUMO: 8.0 eV. Its net charge is -1. The spin multiplicity is 1.


run x wins, 0.1593 hartree ahead of the next structure.


Run w
This record from the Open Molecules 2025 dataset describes 2 unconnected molecules or ions with the total composition C3H11NO2. The level of theory is ωB97M-V/def2-TZVPD.

Each line ends with the natural charge from an NBO analysis.
Geometry (Å):
C (-0.4144, -1.3277, -0.1134)  -0.6423
C (0.9717, -0.7499, -0.3000)  -0.0864
N (1.9004, -1.2095, 0.7245)  -0.8569
C (0.9274, 0.7794, -0.3454)  -0.0542
O (0.0118, 1.3121, -1.2773)  -0.7292
H (-0.5394, -2.1487, 0.5992)  0.2212
H (-1.1612, -0.6138, 0.2534)  0.2095
H (-0.8376, -1.6983, -1.0425)  0.2231
H (1.3279, -1.1193, -1.2317)  0.1857
H (1.5205, -1.1086, 1.6411)  0.3621
H (2.8646, -1.0287, 0.5489)  0.3740
H (0.6655, 1.0835, 0.6899)  0.1305
H (1.8843, 1.2378, -0.5318)  0.1790
H (-0.8994, 1.1433, -1.0072)  0.4800
O (-2.7452, 0.9777, 0.8144)  -0.9507
H (-2.1112, 1.0568, 1.5319)  0.4743
H (-3.6228, 1.0726, 1.2003)  0.4804

As for the SMILES: C[C@H](N)CO.O. For the highest occupied orbital energy, the calculation gives -8.794 eV. The LUMO energy is 0.557 eV. As for the gap between HOMO and LUMO: 9.4 eV. The spin multiplicity is 1.


Run x
This record from the Open Molecules 2025 dataset describes a molecular structure, C3H11NO2. The level of theory is ωB97M-V/def2-TZVPD.

Each line ends with the natural charge from an NBO analysis.
Geometry (Å):
C (-1.4813, -1.6298, 0.2257)  -0.6347
C (-1.2040, -0.1684, -0.0730)  -0.2658
C (-0.3177, 0.0795, -1.1039)  0.0546
N (0.1746, 1.2616, -1.4641)  -0.8317
H (-1.2666, -2.2253, -0.6358)  0.2128
H (-0.8176, -1.8780, 1.0412)  0.2609
H (-2.5391, -1.8002, 0.4863)  0.2286
H (-1.4542, 0.5943, 0.6669)  0.2551
H (-0.0215, -0.7354, -1.7983)  0.2110
H (0.7827, 1.6836, -0.7105)  0.4640
H (0.4316, 1.3596, -2.4081)  0.3901
H (1.4884, 0.7002, 1.1233)  0.4823
H (1.0086, 2.2885, 1.5745)  0.4483
O (1.6348, 1.8706, 0.9572)  -1.0951
H (2.1746, -0.7786, 0.8147)  0.4644
H (0.1088, -0.0770, 0.1668)  0.4508
O (1.2978, -0.5452, 1.1374)  -1.0956

For the highest occupied orbital energy, the calculation gives -9.152 eV. The LUMO energy is 0.678 eV. As for the gap between HOMO and LUMO: 9.8 eV. The spin multiplicity is 1.


run w wins, 0.0982 hartree ahead of the next structure.